DFT (wB97M-V/def2-TZVPD) results for a structure of composition C40H45BClN8O6Ru in a non-equilibrium geometry.

Last column: Löwdin spin population.
Element x y z (Å)
Ru (-0.71596, 0.57550, -0.77087)  2.76
C (-2.24496, -0.67710, 2.49263)  0.00
C (-1.03626, 0.17970, 2.54973)  0.01
C (-0.22246, 0.38900, 3.66493)  0.00
C (0.79434, 1.21640, 3.23443)  0.01
C (1.90764, 1.76870, 4.05083)  0.00
N (0.57934, 1.48430, 1.93153)  0.00
N (-0.54936, 0.87360, 1.52443)  0.06
B (1.51984, 2.22690, 0.97073)  0.00
N (2.19344, 1.26020, -0.03207)  0.00
N (1.59754, 0.92530, -1.18547)  0.07
C (2.43264, 0.17200, -1.88777)  0.01
C (2.10004, -0.32440, -3.25097)  0.00
C (3.61654, 0.00850, -1.16277)  0.00
C (3.42304, 0.70950, 0.01363)  0.01
C (4.39114, 0.86000, 1.13083)  0.00
N (0.72084, 3.24360, 0.12533)  0.00
N (-0.08846, 2.84310, -0.86567)  0.06
C (-0.34396, 3.88410, -1.64927)  0.01
C (-1.10186, 3.78300, -2.92437)  0.02
C (0.28994, 5.01220, -1.11737)  0.00
C (0.95794, 4.56560, 0.00653)  0.00
C (1.79964, 5.36210, 0.94113)  0.00
H (-2.63146, -0.86070, 3.49363)  0.00
H (-3.01526, -0.22910, 1.87303)  0.00
H (-1.99886, -1.62940, 2.02513)  0.00
H (-0.35346, -0.02470, 4.64353)  0.00
H (1.75464, 1.50730, 5.09563)  0.00
H (2.85964, 1.35350, 3.73093)  0.00
H (1.95374, 2.85220, 3.95833)  0.00
H (2.35244, 2.79860, 1.58803)  0.00
H (1.05514, -0.10320, -3.47207)  0.00
H (2.74184, 0.14950, -3.99757)  0.00
H (2.24864, -1.40310, -3.29777)  0.00
H (4.47514, -0.56830, -1.44797)  0.00
H (5.32514, 0.37200, 0.85713)  0.00
H (4.58904, 1.91020, 1.34353)  0.00
H (3.99254, 0.38760, 2.02583)  0.00
H (-0.98546, 2.77410, -3.32037)  0.01
H (-2.16186, 3.96970, -2.75427)  0.00
H (-0.72206, 4.51300, -3.64047)  0.00
H (0.26534, 6.01200, -1.50307)  0.00
H (1.69284, 6.42060, 0.71273)  0.00
H (1.49364, 5.18520, 1.96953)  0.00
H (2.84974, 5.09000, 0.84273)  0.00
O (-0.37596, -1.29720, -2.00667)  0.05
C (0.17254, -1.87810, -1.05947)  0.01
N (0.45914, -3.21010, -1.06537)  0.00
C (1.25204, -3.51680, 0.10633)  0.00
C (1.27694, -2.11800, 0.82303)  0.01
O (1.82554, -1.91730, 1.88963)  0.00
N (0.65794, -1.24740, 0.03033)  0.05
C (0.69884, -4.62720, 0.96663)  0.00
C (0.97004, -5.95030, 0.63113)  0.00
C (0.54314, -6.98430, 1.44333)  0.00
C (-0.16536, -6.70900, 2.60073)  0.00
C (-0.47126, -5.39790, 2.92043)  0.00
C (-0.04736, -4.36160, 2.10653)  0.00
C (2.67564, -3.82130, -0.31427)  0.00
C (3.70674, -3.76490, 0.61483)  0.00
C (5.00954, -4.01110, 0.22573)  0.00
C (5.30014, -4.32920, -1.08977)  0.00
C (4.27694, -4.39350, -2.01927)  0.00
C (2.97484, -4.13290, -1.63557)  0.00
H (-0.24336, -3.82660, -1.45267)  0.00
H (1.52874, -6.16680, -0.26847)  0.00
H (0.77614, -8.00690, 1.17793)  0.00
H (-0.47456, -7.51470, 3.25183)  0.00
H (-1.03286, -5.17730, 3.81703)  0.00
H (-0.27956, -3.34220, 2.37233)  0.00
H (3.48334, -3.48990, 1.63313)  0.00
H (5.80534, -3.94890, 0.95383)  0.00
H (6.31904, -4.52900, -1.38827)  0.00
H (4.49664, -4.63510, -3.05057)  0.00
H (2.17674, -4.17190, -2.36087)  0.00
C (-4.46056, 0.70710, -0.36227)  0.03
C (-3.80656, 1.54490, -1.48797)  0.08
C (-4.65486, 1.33590, -2.75197)  0.00
C (-2.41346, 1.12640, -1.80897)  0.57
C (-3.80576, 2.98320, -0.98567)  0.02
C (-4.59406, 3.97650, -1.55307)  0.00
C (-4.59986, 5.26310, -1.03657)  0.00
C (-3.81986, 5.57840, 0.05923)  0.00
C (-3.01276, 4.60190, 0.62193)  0.00
C (-3.00426, 3.32090, 0.10253)  0.00
H (-4.42806, -0.34830, -0.60617)  0.00
H (-5.50016, 1.01170, -0.23337)  0.00
H (-3.93296, 0.86640, 0.57193)  0.00
H (-4.56326, 0.29400, -3.04837)  0.00
H (-4.30256, 1.95940, -3.57127)  0.00
H (-5.70406, 1.55270, -2.55947)  0.00
H (-2.38716, 0.42180, -2.65017)  0.04
H (-5.22276, 3.76230, -2.40367)  0.00
H (-5.22656, 6.01860, -1.49297)  0.00
H (-3.84356, 6.57710, 0.47433)  0.00
H (-2.39346, 4.84200, 1.47473)  0.00
H (-2.36096, 2.56250, 0.54113)  0.00
O (-2.26646, -3.63930, -1.45377)  0.00
Cl (-3.00826, -2.45850, -1.14547)  0.00
O (-4.21156, -2.82390, -0.47077)  0.00
O (-3.32426, -1.75650, -2.33817)  0.01
O (-2.24936, -1.62220, -0.25537)  0.04

Calculated values
multiplicity	5
E_LUMO (spin up / spin down)	2.284 / 1.820	eV
total charge	-1
⟨S²⟩	6.04


DFT (wB97M-V/def2-TZVPD) results for a structure of composition C40H45MgN10O3 in a non-equilibrium geometry.

Last column: Mulliken charge in e.
Element x y z (Å)
Mg (2.18735, 0.22299, 0.76526)  1.49
N (-0.77982, 0.23782, -0.44148)  0.59
O (-0.72888, 0.42294, -1.65368)  -0.55
O (-1.84316, 0.33074, 0.18843)  -0.95
O (0.24657, -0.11826, 0.20215)  -0.34
N (-0.90348, 4.01514, -2.85657)  0.12
C (-0.79536, 5.30238, -3.28992)  -0.56
C (0.35768, 5.45036, -4.00634)  -0.88
C (1.02089, 4.20331, -3.95387)  -0.19
C (0.16003, 3.28826, -3.38038)  -0.50
H (-1.73117, 3.56010, -2.51306)  0.25
H (-1.53291, 6.02731, -2.98493)  0.42
H (0.76755, 6.35951, -4.41214)  0.40
H (2.02113, 3.93616, -4.25833)  0.49
H (0.19345, 2.22550, -3.21178)  0.57
N (-3.79964, -0.13711, -2.18150)  0.31
C (-3.85896, -1.50424, -2.32227)  -0.53
C (-5.11293, -1.84705, -2.71807)  -0.71
C (-5.90145, -0.64788, -2.74586)  -0.42
C (-5.02367, 0.37882, -2.51764)  -0.61
H (-3.13365, 0.42951, -1.68671)  0.13
H (-2.98570, -2.09463, -2.09568)  0.63
H (-5.52173, -2.81031, -2.97529)  0.42
H (-6.93874, -0.55122, -3.01632)  0.41
H (-5.29405, 1.39995, -2.29093)  0.37
N (-2.83914, -2.53114, 0.87348)  0.16
C (-3.13402, -3.84921, 0.67747)  -0.52
C (-2.07988, -4.59627, 1.15156)  -1.08
C (-1.24332, -3.69866, 1.87137)  -0.46
C (-1.70425, -2.42719, 1.63025)  -0.17
H (-3.44961, -1.76288, 0.65154)  0.30
H (-4.05611, -4.12364, 0.19280)  0.49
H (-2.06643, -5.67445, 1.16246)  0.53
H (-0.35709, -3.92486, 2.44282)  0.65
H (-1.26273, -1.48868, 1.89870)  0.07
N (0.25287, -4.93973, -2.07431)  0.09
C (1.42309, -4.89501, -2.80288)  -1.02
C (1.62668, -3.58219, -3.14884)  -0.57
C (0.58550, -2.80639, -2.59338)  -0.19
C (-0.21182, -3.66632, -1.88830)  -0.32
H (-0.05662, -5.70803, -1.50508)  0.30
H (2.02940, -5.75946, -3.00736)  0.40
H (2.43357, -3.17957, -3.73938)  0.55
H (0.41110, -1.74809, -2.71102)  0.77
H (-1.05932, -3.51490, -1.23514)  0.14
N (-3.04807, 1.53594, 2.54417)  0.36
C (-3.84783, 0.75105, 3.32176)  -0.44
C (-4.13700, 1.44670, 4.47072)  -0.66
C (-3.49974, 2.70546, 4.36828)  -0.52
C (-2.79168, 2.71316, 3.19442)  -0.39
H (-2.56331, 1.26824, 1.70086)  0.33
H (-4.14018, -0.24718, 3.04368)  0.37
H (-4.72169, 1.20456, 5.34256)  0.41
H (-3.50441, 3.50181, 5.09459)  0.44
H (-2.19369, 3.48254, 2.73310)  0.33
N (2.84719, -0.22562, -1.06625)  1.13
C (3.83505, -1.13518, -1.22480)  -0.17
C (4.48438, -1.42912, -2.40542)  -1.18
C (4.16790, -0.66262, -3.51761)  -0.45
C (3.21483, 0.33676, -3.38834)  -0.90
C (2.56131, 0.46916, -2.17641)  -0.67
H (4.13236, -1.65343, -0.32048)  0.42
H (5.22532, -2.21005, -2.48142)  0.49
H (4.61478, -0.77392, -4.49829)  0.45
H (2.82410, 0.88881, -4.23117)  0.48
H (1.74923, 1.18404, -2.15587)  0.52
N (1.65333, 0.94209, 2.70000)  0.79
C (2.34175, 1.86388, 3.40434)  -0.45
C (1.97496, 2.32026, 4.65044)  -0.95
C (0.76998, 1.86888, 5.18575)  -0.50
C (-0.01718, 1.01935, 4.43631)  -0.77
C (0.45439, 0.61730, 3.19974)  0.22
H (3.31118, 2.12930, 2.99654)  0.44
H (2.58901, 3.01022, 5.20924)  0.47
H (0.40369, 2.25146, 6.12974)  0.45
H (-0.99883, 0.70916, 4.76887)  0.49
H (-0.15175, -0.04212, 2.59397)  -0.14
N (2.01834, 2.26018, 0.20385)  0.39
C (0.87631, 2.88980, 0.61029)  -0.08
C (0.51364, 4.14281, 0.21146)  -0.97
C (1.38084, 4.96700, -0.51225)  -0.51
C (2.58424, 4.37917, -0.83079)  -0.85
C (2.80403, 3.04467, -0.53511)  -0.29
H (0.10964, 2.28684, 1.08093)  0.30
H (-0.44137, 4.51909, 0.55754)  0.49
H (1.19687, 5.99885, -0.77054)  0.47
H (3.26949, 4.95212, -1.44113)  0.44
H (3.77188, 2.61501, -0.78246)  0.47
N (2.25025, -1.77197, 1.42912)  1.36
C (2.73458, -2.03180, 2.65886)  -0.38
C (3.03775, -3.29815, 3.11824)  -0.99
C (2.88471, -4.36001, 2.24347)  -0.51
C (2.25117, -4.14213, 1.02523)  -0.66
C (1.95032, -2.84498, 0.67325)  -0.75
H (2.80117, -1.18092, 3.32638)  0.30
H (3.57120, -3.50439, 4.03608)  0.43
H (3.14281, -5.38287, 2.48786)  0.44
H (1.97564, -4.95396, 0.36893)  0.46
H (1.46585, -2.62865, -0.27215)  0.58

Calculated values
multiplicity	1
E_LUMO	-2.651	eV
total charge	+1